Entry 1:
# H3N3O3

A cluster of 2 separate species, H3N3O3 in total at a distorted geometry (ωB97M-V/def2-TZVPD, the OMol25 dataset).

Last column: Löwdin charge in e.
Geometry (Å):
N 0.8252 0.9259 -0.1747  0.0659
N 0.9644 -0.2746 -0.6571  -0.0326
N -1.5821 -0.1473 0.0248  -0.2923
O -1.3552 1.0102 0.2863  -0.0530
O -2.6105 -0.7589 0.0749  -0.0018
O 1.2048 -1.2128 0.3514  -0.0577
H 0.6758 0.9831 0.8500  0.1488
H 0.7751 1.6268 -0.8231  0.0960
H 1.1025 -2.1524 0.0675  0.1266

Relative energy (zero: lowest compared OMol25 entry of this formula, charge and spin) (eV): 5.596
E (a.u.): -391.5346
HOMO level (alpha / beta) (eV): -8.68 / -7.45
LUMO energy (alpha / beta) (eV): 0.2100 / -1.0980


Entry 2:
# H3N3O3

The molecule H3N3O3 at a distorted geometry (ωB97M-V/def2-TZVPD, the OMol25 dataset).

Last column: Löwdin charge in e.
Geometry (Å):
N 0.3137 -0.1291 0.6220  0.0741
N 0.1631 0.3306 -0.5607  -0.1620
O -1.1124 0.0513 -1.1725  -0.0212
N 1.1893 -0.3726 -1.4863  -0.3255
O 2.1850 -0.6477 -0.8104  0.0539
O 0.9175 -0.5970 -2.6506  0.0869
H 0.3382 0.5147 1.3337  0.0916
H 0.3092 -1.1012 0.7612  0.1100
H -1.0956 0.4216 -2.0715  0.0922

Relative energy (zero: lowest compared OMol25 entry of this formula, charge and spin) (eV): 4.562
E (a.u.): -391.5726
SMILES string: NN(O)[N+](=O)[O-]
HOMO level (eV): -10.09
LUMO energy (eV): 0.1867


Entry 3:
# H3N3OS

A cluster of 2 separate species, H3N3OS in total at a distorted geometry (ωB97M-V/def2-TZVPD, the OMol25 dataset).

Last column: Löwdin charge in e.
Geometry (Å):
N 1.0999 -0.4148 -0.4458  -0.5449
N 1.8602 0.2935 0.3858  -0.1448
N -1.9492 0.4555 0.7282  -0.0080
O 2.6850 0.9950 -0.1568  -0.0256
S -0.1275 -1.3928 0.0170  0.7443
H 1.2702 -0.2972 -1.4557  0.0980
H -2.5755 -0.2153 1.1622  -0.0586
H -2.2630 0.5760 -0.2350  -0.0605

Relative energy (zero: lowest compared OMol25 entry of this formula, charge and spin) (eV): 5.571
E (a.u.): -639.2912
HOMO level (alpha / beta) (eV): -9.49 / -9.50
LUMO energy (alpha / beta) (eV): -2.4128 / -2.4145


Entry 4:
# H3N4O2

A cluster of 2 separate species, H3N4O2 in total at a distorted geometry (ωB97M-V/def2-TZVPD, the OMol25 dataset).

Last column: Löwdin charge in e.
Geometry (Å):
N -0.5951 1.8266 -0.2190  -0.1826
N -1.1498 -0.3599 -0.6276  -0.0626
N -0.6723 -1.4691 0.0379  -0.0703
N -0.4304 0.6649 -0.4350  -0.0973
O 1.3855 -0.1499 0.3011  -0.4172
O 0.2179 2.7529 -0.3930  -0.1826
H -0.3743 -2.2022 -0.5856  0.0458
H 0.1531 -1.1933 0.7068  0.0532
H 1.4654 0.1300 1.2144  -0.0863

Relative energy (zero: lowest compared OMol25 entry of this formula, charge and spin) (eV): 2.107
E (a.u.): -371.1060
Net charge: -1
HOMO level (alpha / beta) (eV): -3.16 / -3.16
LUMO energy (alpha / beta) (eV): 4.3363 / 4.3367


Entry 5:
# H3N6

A structure of composition H3N6 at a distorted geometry (ωB97M-V/def2-TZVPD, the OMol25 dataset).

Last column: Löwdin charge in e.
Geometry (Å):
N -3.1550 -1.4138 -0.2040  0.3388
N -2.1746 -0.9930 0.0405  -0.1738
N 2.9685 -1.5114 0.4865  0.3614
N -1.0659 -0.7394 0.4096  0.1082
N 2.1597 -0.9618 -0.0333  -0.1212
N 1.2178 -0.4383 -0.6448  0.1312
H -1.0978 -0.0265 1.0505  0.1055
H 0.0805 -0.7393 -0.3209  0.1012
H 1.5212 0.1236 -1.4171  0.1486

Relative energy (zero: lowest compared OMol25 entry of this formula, charge and spin) (eV): 0.499
E (a.u.): -329.9233
Net charge: +1
HOMO level (eV): -16.02
LUMO energy (eV): -4.5316


Entry 6:
# H3NO

The molecule H3NO at a distorted geometry (ωB97M-V/def2-TZVPD, the OMol25 dataset).

Last column: Löwdin charge in e.
Geometry (Å):
N -0.6625 -0.0870 -0.1135  -0.0674
O 0.6814 -0.0822 -0.0387  -0.1287
H -0.9090 -0.2529 0.8684  0.0746
H -1.0055 0.8819 -0.1020  0.0776
H 1.1008 0.6373 0.3375  0.0439

Relative energy (zero: lowest compared OMol25 entry of this formula, charge and spin) (eV): 0.442
E (a.u.): -131.7041
SMILES string: NO
HOMO level (eV): -9.96
LUMO energy (eV): 0.9181


Entry 7:
# H3NO2

A cluster of 2 separate species, H3NO2 in total at a distorted geometry (ωB97M-V/def2-TZVPD, the OMol25 dataset).

Last column: Löwdin charge in e.
Geometry (Å):
N 0.8524 0.5148 -0.0949  0.0009
O 1.3982 -0.5342 0.0264  -0.0040
H 1.3622 1.3469 0.2214  0.0645
O -1.8488 -0.1771 -0.0328  -0.0984
H -2.5522 0.4945 -0.0448  0.0354
H -1.1717 0.2457 0.5386  0.0016

Relative energy (zero: lowest compared OMol25 entry of this formula, charge and spin) (eV): 0.273
E (a.u.): -206.9192
SMILES string: N=O.O
HOMO level (eV): -9.57
LUMO energy (eV): -0.5675


Entry 8:
# H3NO2S

The molecule H3NO2S at a distorted geometry (ωB97M-V/def2-TZVPD, the OMol25 dataset).

Last column: Löwdin charge in e.
Geometry (Å):
N 0.9318 0.0704 0.2636  -0.1157
S -0.6755 -0.0052 -0.2180  0.6348
O -1.1680 -1.4121 -0.0590  -0.3736
O -1.4630 1.0790 0.2530  -0.3265
H 1.3060 0.8863 0.5852  0.0147
H 1.3668 -0.8056 0.6615  0.1052
H -0.2981 0.1871 -1.4864  0.0610

Relative energy (zero: lowest compared OMol25 entry of this formula, charge and spin) (eV): 0.996
E (a.u.): -605.1763
SMILES string: N[SH](=O)=O
HOMO level (eV): -11.42
LUMO energy (eV): 0.6510